(1)
Formula: C3H6N2O2S
Source: OMol25
Level of theory: ωB97M-V with the def2-TZVPD basis set

DFT total energy: -775.94909 Ha
Kohn-Sham gap: 9.262 eV
LUMO level: 0.6 eV
SMILES: C[C@H]1ON=C(NS)O1
HOMO level: -8.7 eV

Element x y z (Å)
C (2.526442, -0.172484, -0.463672)
C (1.072461, 0.215909, 0.236089)
O (0.445836, 1.440504, 0.013703)
N (-0.935818, 1.142315, -0.353380)
C (-1.039124, -0.095280, -0.259979)
N (-2.268348, -0.647145, -0.136544)
S (-3.738441, 0.225301, -0.190032)
O (0.076304, -0.900203, 0.065649)
H (3.307114, 0.598725, -0.156453)
H (3.004548, -1.103766, 0.104471)
H (2.240527, -0.465214, -1.492316)
H (1.280974, 0.321253, 1.413025)
H (-2.497423, -1.587848, 0.383118)
H (-3.475053, 1.027932, 0.836325)

Cartesian forces, eV/Å:
-1.256 -0.818 2.449
2.888 -1.649 4.042
-0.678 -0.499 -2.171
1.615 2.253 -0.001
0.296 -2.533 2.013
-2.600 -3.915 0.890
0.541 -0.030 -0.524
-0.556 3.454 -0.918
-1.321 -0.460 -1.397
-1.650 1.594 -1.199
1.104 0.635 0.276
-0.158 -0.948 -2.213
1.802 2.554 -1.612
-0.028 0.362 0.364

---

(2)
Formula: C5H15NO2
Source: OMol25
Level of theory: ωB97M-V with the def2-TZVPD basis set

⟨S²⟩: 0.75
DFT total energy: -404.66346 Ha
Kohn-Sham gap (alpha / beta): 2.378 / 8.842 eV
2S+1: 2
LUMO level (alpha / beta): 3.4 / 3.3 eV
net charge: -1
HOMO level (alpha / beta): 1.0 / -5.6 eV

Element x y z (Å)
C (-2.112645, 0.388197, 0.413662)
N (-0.692803, 0.716100, 0.609712)
C (0.195173, 0.215027, -0.426652)
C (1.509299, 0.947980, -0.391326)
C (1.436924, 2.432929, -0.699120)
O (1.193422, 2.705293, -2.074564)
C (0.401249, -1.339129, -0.304435)
H (-2.335305, -0.217759, -0.467033)
H (-2.481481, -0.109209, 1.320748)
H (-2.708816, 1.311171, 0.400478)
H (-0.451712, 0.451698, 1.549968)
H (-0.381585, 0.328291, -1.339044)
H (2.013165, 0.838387, 0.583303)
H (2.230807, 0.453004, -1.040077)
H (0.604149, 2.875424, -0.144408)
H (2.380874, 2.923793, -0.434812)
H (0.988658, 1.890989, -2.558786)
H (0.266095, -1.666812, 0.710891)
H (1.381426, -1.672272, -0.654519)
H (-0.286265, -1.812514, -0.989838)
H (-1.226488, -3.502951, 1.329528)
H (-0.583454, -4.391977, 2.343172)
O (-1.340688, -3.765658, 2.263150)

Cartesian forces, eV/Å:
-0.139 0.582 1.082
-0.901 0.565 -0.387
-0.141 -1.708 1.122
0.856 0.423 0.207
-0.236 -0.231 -0.103
-0.020 -0.085 -0.766
0.409 1.077 -0.877
0.158 -0.024 0.133
-0.034 -0.390 -0.390
0.035 -0.040 -0.471
0.559 -0.310 -0.086
0.344 0.594 -0.471
-0.547 -0.062 0.084
0.000 0.085 -0.463
0.224 -0.015 0.237
-0.145 -0.016 0.040
0.093 0.240 0.428
-0.106 -0.307 0.342
0.124 0.145 0.110
-0.485 -0.542 0.217
-0.192 0.117 0.005
-0.409 0.277 0.165
0.553 -0.376 -0.158

---

(3)
Formula: C9H15N2O2P
Source: OMol25
Level of theory: ωB97M-V with the def2-TZVPD basis set

DFT total energy: -953.22724 Ha
Kohn-Sham gap: 9.703 eV
LUMO level: 0.5 eV
HOMO level: -9.2 eV

Element x y z (Å)
C (-3.364007, -1.432590, -1.524944)
C (-2.356566, -0.519234, -1.274610)
C (-4.168579, -1.949885, -0.479639)
C (-2.993368, -0.744988, 1.052625)
C (-2.101301, -0.300823, 0.102026)
C (3.918905, 0.971156, -0.098805)
C (2.948315, -0.300877, -0.362539)
C (1.634871, -0.176907, 0.389292)
C (-0.520347, 0.671790, 0.612167)
N (-4.018725, -1.577390, 0.810312)
N (0.491838, 0.436361, -0.342023)
O (-0.155312, 3.319017, 0.312553)
O (-2.467088, 2.812021, 1.060676)
P (-1.174657, 2.308187, 0.301732)
H (-3.550862, -1.803190, -2.499301)
H (-1.787208, -0.150097, -2.070382)
H (-5.065681, -2.571279, -0.729425)
H (-2.853080, -0.678017, 2.066753)
H (5.016532, 0.726757, -0.316512)
H (3.616139, 1.734190, -0.742796)
H (3.754418, 1.302195, 0.857867)
H (3.423954, -1.247073, 0.020334)
H (2.844562, -0.506436, -1.439302)
H (1.311072, -1.276367, 0.702133)
H (1.783917, 0.326675, 1.379466)
H (-0.349109, 0.145362, 1.476843)
H (-3.014961, 2.350676, 1.672393)
H (0.784081, 1.298172, -0.690925)
H (-1.622823, 2.005074, -0.979779)

Cartesian forces, eV/Å:
-0.661 -0.302 1.108
-0.765 -1.448 2.635
-0.429 0.833 0.253
0.008 -1.476 -1.771
2.320 2.236 -0.490
0.667 -3.679 -2.288
1.775 0.195 0.547
-0.753 -2.353 0.785
-4.854 -1.606 -2.736
-0.325 -0.310 -1.894
0.803 -1.739 1.163
1.924 1.769 0.021
0.252 0.308 -0.280
-1.032 -0.767 -0.254
-0.202 -0.055 -0.933
1.046 0.622 -0.805
1.102 0.345 0.353
0.722 0.923 2.390
-1.604 0.321 0.472
-0.348 1.372 -1.165
0.034 0.671 2.477
-0.164 1.050 -0.178
-0.301 0.342 0.321
0.326 2.144 -0.766
0.112 -0.140 -0.768
0.268 -0.374 2.487
-0.412 -0.868 0.516
0.812 1.720 -0.974
-0.320 0.267 -0.226

---

(4)
Formula: C16H30N2O2OsP2
Source: OMol25
Level of theory: ωB97M-V with the def2-TZVPD basis set

⟨S²⟩: 6.05
DFT total energy: -1660.73809 Ha
Kohn-Sham gap (alpha / beta): 6.166 / 4.605 eV
2S+1: 5
LUMO level (alpha / beta): 0.5 / -2.3 eV
HOMO level (alpha / beta): -5.7 / -6.9 eV

Element x y z (Å)
Os (0.042876, 0.491795, 0.293269)
P (2.520473, -0.208428, 0.117976)
P (-2.271090, 0.134289, 0.556708)
N (-0.037858, 0.630852, -1.500293)
H (1.420146, 0.577267, 1.225647)
C (3.118937, -1.625383, -0.814984)
H (4.213175, -1.656981, -0.737351)
H (2.823592, -1.486062, -1.857733)
H (2.688945, -2.552642, -0.428061)
C (3.355535, -0.259984, 1.754923)
H (4.426371, -0.490499, 1.611809)
H (2.888858, -1.043392, 2.380063)
H (3.230249, 0.702693, 2.276997)
C (3.144423, 1.314409, -0.725055)
H (4.235130, 1.298999, -0.608116)
H (2.670359, 2.171867, -0.226248)
H (2.829856, 1.215971, -1.774502)
C (-3.418002, -1.034276, -0.285138)
H (-4.474013, -0.744487, -0.237783)
H (-3.292948, -2.019178, 0.161756)
H (-3.143685, -1.110609, -1.333554)
C (-3.024758, 0.170258, 2.259546)
H (-4.131613, 0.180520, 2.235614)
H (-2.675265, 1.073900, 2.784144)
H (-2.683624, -0.722145, 2.806135)
C (-2.914927, 1.740922, -0.137111)
H (-3.993738, 1.888243, 0.017737)
H (-2.707929, 1.764652, -1.214010)
H (-2.365769, 2.555658, 0.350124)
C (-0.055661, 1.578739, -2.439639)
C (0.008101, 1.990533, -4.796729)
C (-0.035983, 1.074679, -3.776596)
C (-0.033134, 2.978412, -2.110884)
C (0.007423, 3.866425, -3.169255)
C (0.027867, 3.366794, -4.481607)
H (0.032010, 1.602403, -5.804958)
H (-0.029384, -0.015634, -3.829181)
H (-0.019412, 3.262423, -1.043616)
H (0.029628, 4.934108, -2.949136)
H (0.055276, 4.072609, -5.313514)
C (-0.882388, -3.661314, 1.699666)
O (-1.355697, -3.021597, 0.744256)
C (0.590196, -4.255371, 1.427936)
H (1.237464, -4.503567, 2.302480)
H (1.290076, -3.581281, 0.791673)
H (0.379725, -5.192284, 0.911778)
C (-1.030962, -3.001966, 3.101208)
H (-2.105787, -3.056308, 3.305333)
H (-0.710335, -1.890909, 3.270611)
H (-0.465614, -3.566905, 3.865842)
O (0.168625, 1.242187, 4.299143)
C (0.202407, 1.338180, 3.111255)
N (0.221852, 1.481415, 1.931448)

Cartesian forces, eV/Å:
2.386 -3.434 0.745
-1.940 1.301 0.209
-1.325 1.779 -0.377
-0.622 -0.069 -1.307
-0.110 -0.001 -0.785
0.514 -0.135 -0.161
-0.116 -0.156 -0.140
-0.015 -0.106 0.110
0.083 0.187 -0.095
0.441 -0.474 -0.191
-0.352 0.137 0.249
0.215 0.305 -0.310
0.098 -0.321 -0.286
0.209 -1.162 0.416
-0.127 0.423 -0.316
0.300 -0.228 -0.341
0.167 0.344 0.317
0.458 -0.319 -0.003
0.304 0.253 0.258
-0.114 -0.016 -0.095
0.143 -0.020 -0.128
0.405 -0.081 -0.096
0.581 -0.024 -0.227
-0.042 -0.383 -0.131
-0.169 0.369 -0.047
-0.301 -0.217 0.231
0.198 -0.085 0.007
0.054 0.013 0.234
-0.124 -0.115 -0.156
0.201 -0.208 0.065
0.027 0.173 0.403
0.044 0.884 1.059
0.017 -0.976 -0.363
-0.026 -0.365 -0.025
-0.029 0.348 -0.756
0.006 0.434 -0.260
-0.061 0.395 -0.457
-0.062 -0.084 -0.732
0.001 -0.197 -0.355
0.005 -0.119 0.252
2.977 -0.952 2.770
-0.772 0.983 -1.764
0.838 0.634 -0.741
-1.211 0.340 -0.107
-1.595 -0.897 0.717
0.384 0.105 -0.268
0.081 1.219 0.720
0.204 0.087 0.326
-0.367 -1.695 -0.930
-0.440 -0.010 -0.606
0.174 0.019 -0.562
-0.391 0.198 1.316
-1.205 1.919 2.717

---

(5)
Formula: C5H10O
Source: OMol25
Level of theory: ωB97M-V with the def2-TZVPD basis set

DFT total energy: -271.72924 Ha
Kohn-Sham gap: 10.849 eV
LUMO level: 1.0 eV
SMILES: CC(C)CC=O
HOMO level: -9.8 eV

Element x y z (Å)
C (0.632138, -1.429737, 0.514736)
C (0.443798, -0.322024, -0.578734)
C (1.658798, -0.182345, -1.473450)
C (0.063609, 1.045197, 0.014673)
C (-1.178628, 0.956487, 0.876033)
O (-2.161868, 0.316271, 0.634818)
H (0.454066, -1.071814, 1.521767)
H (-0.168855, -2.138567, 0.364127)
H (1.601992, -1.901655, 0.425285)
H (-0.423358, -0.653528, -1.150943)
H (2.513643, 0.053973, -0.832471)
H (1.552255, 0.639951, -2.176641)
H (1.944372, -1.018467, -2.117786)
H (0.862407, 1.467833, 0.626382)
H (-0.130547, 1.707013, -0.829971)
H (-1.089440, 1.534619, 1.824458)

Cartesian forces, eV/Å:
-0.569 0.715 -0.684
-0.291 -0.629 0.422
0.543 0.397 -0.113
-0.123 -0.728 -0.170
0.560 0.435 0.369
-0.139 -0.150 -0.197
0.369 0.264 0.262
0.072 -0.597 -0.039
0.118 -0.173 0.155
0.044 0.198 -0.250
0.138 -0.016 -0.158
-0.135 0.317 0.015
-0.335 -0.354 0.467
0.117 0.022 -0.098
-0.071 0.326 0.090
-0.297 -0.027 -0.071

---

(6)
Formula: C14H39ClN3O8
Source: OMol25
Level of theory: ωB97M-V with the def2-TZVPD basis set

DFT total energy: -1782.90859 Ha
Kohn-Sham gap: 7.636 eV
LUMO level: -3.8 eV
net charge: +1
HOMO level: -11.4 eV

Element x y z (Å)
N (-20.718878, 3.475371, 8.027912)
H (-20.523012, 2.549256, 8.511257)
H (-19.821803, 3.881303, 7.732480)
H (-21.119547, 4.116216, 8.723371)
H (-21.289304, 3.331113, 7.193648)
C (-21.270320, -1.078537, 2.559864)
C (-21.872252, -0.021400, 3.479797)
N (-21.160781, 1.270857, 3.413416)
C (-20.192129, 1.641075, 4.284081)
C (-19.662282, 2.764434, 3.820768)
N (-20.423283, 3.112403, 2.719727)
C (-21.338390, 2.224692, 2.522958)
C (-20.262421, 4.369317, 1.983395)
H (-21.776037, -2.014879, 2.808526)
H (-20.216394, -1.260574, 2.784171)
H (-21.364795, -0.898024, 1.492264)
H (-21.773470, -0.364997, 4.507798)
H (-22.924825, 0.136871, 3.254561)
H (-19.985269, 0.998458, 5.128998)
H (-18.930438, 3.431314, 4.229517)
H (-22.105652, 2.234679, 1.772426)
H (-19.259228, 4.493854, 1.598284)
H (-20.449073, 5.202224, 2.678822)
H (-21.043102, 4.562103, 1.252901)
Cl (-19.805453, 0.320028, 7.953690)
C (-21.305433, -4.833899, 8.119659)
C (-20.977305, -3.509121, 7.495361)
O (-19.754872, -3.027039, 8.027548)
O (-22.605695, -5.285536, 7.629963)
H (-21.427413, -4.771518, 9.207542)
H (-20.610200, -5.624128, 7.859483)
H (-21.858997, -2.867644, 7.649138)
H (-20.832218, -3.650833, 6.414953)
H (-19.740523, -2.058966, 7.975383)
H (-23.310650, -4.713595, 7.939114)
C (-19.484390, 2.087818, 13.179994)
C (-19.512670, 2.542533, 11.777687)
O (-20.677151, 2.093143, 11.064461)
O (-19.147861, 0.745478, 13.313883)
H (-20.448181, 2.327814, 13.658878)
H (-18.746106, 2.664450, 13.744447)
H (-18.627581, 2.202665, 11.220852)
H (-19.504361, 3.639308, 11.778613)
H (-20.586770, 1.130496, 10.924419)
H (-19.497124, 0.243175, 12.540534)
C (-21.032861, -1.634825, 11.064927)
C (-20.522756, -2.922798, 11.595431)
O (-20.274329, -2.869565, 12.955535)
O (-19.948913, -0.706577, 10.941382)
H (-21.844957, -1.251320, 11.687991)
H (-21.483529, -1.829700, 10.079241)
H (-19.657812, -3.235446, 10.987768)
H (-21.193401, -3.775326, 11.461842)
H (-19.686917, -2.153905, 13.216110)
H (-19.895654, -0.450814, 9.983483)
C (-16.028137, -0.133689, 6.717588)
C (-15.707119, 0.630928, 5.446971)
O (-15.114894, -0.262334, 4.454946)
O (-17.155337, -0.980213, 6.530294)
H (-16.261172, 0.618736, 7.488972)
H (-15.140716, -0.716295, 6.954426)
H (-14.929176, 1.375952, 5.631228)
H (-16.616327, 1.074577, 5.014607)
H (-15.847344, -0.709072, 4.014528)
H (-17.951872, -0.550585, 6.872192)

Cartesian forces, eV/Å:
0.828 -0.169 0.697
-0.043 0.109 -0.448
-0.177 -0.332 0.149
-0.291 -0.249 -0.296
-0.178 -0.031 0.398
0.172 -0.399 0.449
0.190 -0.278 -0.257
-1.534 -1.078 0.347
0.360 -1.857 0.813
0.069 1.600 -0.161
1.377 2.454 -0.384
-0.812 -1.351 -0.713
-0.486 1.260 0.928
-0.040 0.037 -0.234
-0.031 0.198 0.028
-0.184 0.221 0.007
-0.145 0.100 0.054
-0.007 0.139 0.056
0.332 0.150 0.108
0.293 -0.009 -0.113
0.032 0.011 -0.232
0.031 -0.300 -0.281
0.339 -0.317 0.087
0.164 -0.766 -0.385
-0.273 0.617 -0.267
-1.961 -0.542 0.312
0.525 -0.058 -0.479
-0.405 0.351 0.368
0.854 -0.212 -0.414
0.639 0.180 -0.076
0.143 0.037 0.026
0.364 0.305 0.087
-0.357 -0.008 0.026
0.061 -0.201 -0.065
0.120 0.182 0.223
-0.107 0.342 1.153
0.072 0.438 -1.175
-0.011 0.226 -0.361
-0.197 -1.218 -0.524
-0.025 -0.155 -0.176
0.143 0.002 -0.122
0.074 0.045 0.278
-0.241 -0.104 -0.196
0.007 0.257 0.204
0.338 0.357 0.628
-0.845 -0.262 -1.054
0.536 -1.012 -0.571
0.193 -0.216 1.328
-0.465 0.634 -0.752
0.259 0.237 0.217
0.218 0.184 0.040
0.192 0.337 0.230
-0.517 0.372 -0.007
0.131 0.041 -0.287
0.312 -0.323 0.783
-0.795 0.865 -0.319
0.698 -1.074 -0.860
-0.669 0.716 0.367
0.298 -0.182 -0.247
0.315 -0.329 0.143
-0.149 -0.165 0.320
-0.239 0.122 0.036
0.152 0.198 0.227
0.182 -0.150 0.168
0.172 0.021 0.171

---

Q: DFT total energy of number 4 (C16H30N2O2OsP2)?
A: -1660.73809 Ha